[1]
C25H55NO44S11Si | ωB97M-V/def2-TZVPD

Atoms and positions in Å:
N -0.754444 0.971079 -4.362168
C -0.329451 -0.392248 -4.006175
C 1.042906 -0.245832 -3.266345
C 0.750303 0.005050 -1.739749
Si 1.465116 -1.300513 -0.563806
H -0.827512 1.531616 -3.524871
H -1.615874 0.961585 -4.887467
H -1.063071 -0.938702 -3.385442
H -0.204036 -0.960888 -4.943729
H 1.495117 0.659452 -3.702034
H 1.720940 -1.087797 -3.467947
H 1.120122 1.017435 -1.494479
H -0.345622 0.013264 -1.583914
H 0.892685 -1.028979 0.779660
H 2.923041 -1.207343 -0.408412
H 1.005117 -2.640456 -0.951331
C 6.826460 -4.090968 0.005155
C 6.097867 -3.809719 -1.293969
O 5.018273 -2.938058 -0.922927
S 5.482911 -2.009896 0.310813
O 5.907063 -0.746818 -0.205434
O 4.518156 -2.124810 1.354449
O 6.796835 -2.850824 0.725013
H 6.302677 -4.843931 0.598522
H 7.853482 -4.408381 -0.157756
H 5.719447 -4.710985 -1.760672
H 6.739946 -3.276524 -1.999767
C 4.155380 -8.659179 -4.350763
C 4.842750 -9.182732 -3.104912
O 6.176894 -8.664454 -3.180648
S 6.147214 -7.225038 -3.907046
O 6.145197 -6.206489 -2.900852
O 7.092696 -7.234781 -4.971938
O 4.660210 -7.325389 -4.519512
H 4.428657 -9.243639 -5.228330
H 3.073170 -8.643109 -4.249970
H 4.856942 -10.268561 -3.062877
H 4.375570 -8.789145 -2.198546
C 6.840503 2.441102 -0.523278
C 7.167227 2.490655 0.955685
O 7.525557 3.861690 1.203597
S 6.673198 4.815926 0.225141
O 5.541236 5.310217 0.945431
O 7.573283 5.683350 -0.460985
O 6.159816 3.675885 -0.793407
H 7.747417 2.410048 -1.132781
H 6.206480 1.595264 -0.773929
H 7.985649 1.828415 1.224223
H 6.294168 2.252200 1.561564
C 0.811599 -9.199355 -8.061807
C 1.788391 -9.543636 -9.170582
O 2.819929 -10.297477 -8.524442
S 2.178210 -11.147580 -7.312035
O 1.928606 -12.475853 -7.764193
O 2.927074 -10.873204 -6.127515
O 0.768821 -10.364953 -7.231259
H 1.173694 -8.362060 -7.460601
H -0.181475 -8.970545 -8.440858
H 2.205497 -8.660318 -9.647344
H 1.322734 -10.180256 -9.926428
C -1.461340 -0.918962 3.352444
C -1.809009 -2.383462 3.540033
O -3.126982 -2.517988 2.992690
S -3.298506 -1.487862 1.764426
O -3.062223 -2.193891 0.545031
O -4.478107 -0.714272 1.983951
O -2.010070 -0.570901 2.075831
H -1.939084 -0.297031 4.112557
H -0.388097 -0.743486 3.361709
H -1.799186 -2.683658 4.584641
H -1.135252 -3.026779 2.969037
C -5.769767 0.138875 -1.472851
C -6.115092 -1.323493 -1.277058
O -7.433854 -1.464825 -1.820895
S -7.611448 -0.439984 -3.055216
O -7.382783 -1.144273 -4.274359
O -8.790920 0.332381 -2.828157
O -6.323680 0.482166 -2.751656
H -6.246785 0.762656 -0.713993
H -4.696779 0.314940 -1.464974
H -6.100602 -1.618073 -0.230961
H -5.442131 -1.969123 -1.845914
C -9.959117 0.173965 0.184320
C -11.116531 1.047029 0.624619
O -10.689595 1.607547 1.874658
S -9.089260 1.817957 1.843249
O -8.810054 3.174547 1.503019
O -8.526332 1.191177 2.995793
O -8.780346 0.897476 0.556240
H -9.958699 -0.778926 0.719244
H -9.963342 -0.012239 -0.885613
H -12.037822 0.484686 0.753079
H -11.285076 1.866453 -0.077910
C 1.889753 6.605124 0.710994
C 2.886082 7.047105 1.764216
O 2.250270 8.149687 2.427040
S 0.656438 7.911690 2.443583
O 0.286443 7.354275 3.703427
O 0.022313 9.075717 1.911352
O 0.605981 6.738310 1.336291
H 1.916640 7.262795 -0.160838
H 2.051846 5.577663 0.394937
H 3.835034 7.354895 1.334704
H 3.059538 6.259903 2.500874
C -3.616442 9.239408 0.089042
C -2.518095 10.231449 0.419384
O -2.705567 11.304257 -0.512656
S -4.279187 11.460235 -0.836592
O -4.815275 12.498293 -0.016942
O -4.451906 11.440198 -2.252105
O -4.758376 10.041707 -0.230632
H -3.360345 8.642394 -0.789441
H -3.840877 8.578760 0.923137
H -1.526408 9.804157 0.314848
H -2.636386 10.631208 1.428920
C -7.466351 0.138739 6.096136
C -6.599882 1.352822 6.365689
O -6.361069 1.322506 7.777946
S -6.303826 -0.212474 8.276180
O -4.936649 -0.617079 8.353501
O -7.207020 -0.365468 9.368605
O -6.953260 -0.883506 6.959701
H -8.507267 0.326672 6.367858
H -7.415117 -0.181371 5.058609
H -7.085536 2.282245 6.080596
H -5.637245 1.273593 5.854793
C 7.677706 2.494687 6.041518
C 7.338400 1.026405 6.218595
O 6.035517 0.882616 5.644661
S 5.878516 1.915614 4.413857
O 6.149796 1.220698 3.193887
O 4.688095 2.673506 4.607507
O 7.154629 2.842155 4.755344
H 7.178919 3.110918 6.792664
H 8.748928 2.678784 6.074572
H 7.328860 0.723575 7.262516
H 8.029506 0.389697 5.660691

Atoms 1-2, force components in eV/Å:
N 0.26 -0.61 -0.08
C 0.91 0.11 -0.41

The energy relative to the best compared isomer or geometry (same formula, charge and spin) comes out at 111.6 kJ/mol. The value obtained for the LUMO energy is -0.001 Ha. The SMILES is O=S1(=O)OCCO1.O=S1(=O)OCCO1.O=S1(=O)OCCO1.O=S1(=O)OCCO1.O=S1(=O)OCCO1.O=S1(=O)OCCO1.O=S1(=O)OCCO1.O=S1(=O)OCCO1.O=S1(=O)OCCO1.O=S1(=O)OCCO1.O=S1(=O)OCCO1.NCCC[SiH3].

=====

[2]
C25H56BN4O5 | ωB97M-V/def2-TZVPD

Atoms and positions in Å:
C -0.704492 1.143902 2.900762
C -1.132120 -0.431993 3.052204
N -2.500874 -0.709191 3.113771
C -0.126644 -1.716424 3.191718
B 1.303589 -1.584121 2.393432
C 1.217882 -0.883049 0.909677
C 0.101251 -1.536491 -0.103419
N -0.216566 -2.988676 0.175752
N 0.737066 -1.496640 -1.510040
N -1.155068 -0.649796 -0.231919
H 0.435476 1.333839 2.710106
H -1.027911 1.677691 3.912854
H -1.409235 1.602215 2.061454
H -2.651715 -1.748381 3.246700
H 0.112747 -1.838994 4.349680
H -0.718972 -2.674798 2.865508
H 1.685057 -2.704017 2.209385
H 2.147541 -1.098220 3.095370
H 2.276938 -1.066586 0.389088
H 1.061269 0.276968 0.909637
H -0.323556 -3.536823 -0.713481
H -1.101333 -3.119015 0.713323
H 0.020796 -1.778771 -2.234970
H 0.862728 -0.455318 -1.687270
H -1.912504 -0.988829 0.403349
H -0.908950 0.354735 -0.051262
C 4.306906 -2.128514 -3.647662
C 4.695795 -1.367701 -4.888896
C 3.703141 -0.225659 -4.884524
O 3.393521 0.051331 -3.511739
C 3.912645 -1.013840 -2.703560
H 5.105617 -2.760430 -3.251148
H 3.438745 -2.764192 -3.858720
H 5.714671 -0.977512 -4.780624
H 4.653981 -1.965851 -5.802669
H 2.771575 -0.506776 -5.387038
H 4.098839 0.675527 -5.361757
H 4.782323 -0.627760 -2.160756
H 3.158107 -1.326546 -1.976527
C 7.731423 1.712120 -0.449828
C 7.253211 1.119994 0.850723
C 6.378531 -0.020272 0.377047
O 6.924618 -0.473649 -0.869293
C 7.895906 0.482521 -1.316026
H 8.652052 2.293575 -0.355851
H 6.955105 2.363370 -0.868805
H 8.106891 0.726490 1.415049
H 6.720272 1.830322 1.487845
H 5.353336 0.316375 0.189943
H 6.348879 -0.849756 1.089464
H 8.887901 0.036159 -1.186638
H 7.744089 0.693723 -2.378116
C -7.633451 0.532041 1.215673
C -6.137238 0.644017 1.075874
C -5.650309 -0.462447 1.985973
O -6.653686 -1.487174 1.968865
C -7.829211 -0.963478 1.335528
H -8.186839 0.968789 0.380512
H -7.958003 1.026678 2.138894
H -5.844701 0.432189 0.040679
H -5.742189 1.625834 1.348791
H -5.548270 -0.111883 3.018474
H -4.692258 -0.879849 1.662899
H -7.914201 -1.432554 0.349233
H -8.712891 -1.225466 1.923884
C -0.982894 6.364486 1.678998
C 0.513319 6.476462 1.539199
C 1.000248 5.369999 2.449297
O -0.003129 4.345271 2.432190
C -1.178653 4.868967 1.798852
H -1.536282 6.801234 0.843837
H -1.307446 6.859124 2.602219
H 0.805857 6.264635 0.504003
H 0.908368 7.458280 1.812116
H 1.102287 5.720562 3.481798
H 1.958299 4.952596 2.126224
H -1.263644 4.399891 0.812558
H -2.062333 4.606980 2.387209
C -3.742688 -2.292682 -2.199105
C -4.220900 -2.884807 -0.898553
C -5.095580 -4.025073 -1.372229
O -4.549492 -4.478451 -2.618569
C -3.578205 -3.522281 -3.065303
H -2.822059 -1.711227 -2.105128
H -4.519006 -1.641432 -2.618082
H -3.367220 -3.278312 -0.334228
H -4.753839 -2.174479 -0.261431
H -6.120775 -3.688427 -1.559334
H -5.125232 -4.854558 -0.659813
H -2.586210 -3.968643 -2.935915
H -3.730022 -3.311079 -4.127393

Atoms 1-2, force components in eV/Å:
C -1.02 -0.44 0.56
C -3.71 -2.19 0.77

The value obtained for the LUMO energy is 0.092 Ha. The total charge is -1.